w.
{
  "formula": "C5H8NO",
  "method": "ωB97M-V with the def2-TZVPD basis set",
  "symbols": ["H", "C", "O", "C", "H", "H", "N", "H", "C", "C", "H", "H", "H", "H", "C"],
  "xyz": [[-0.13, 1.96, 0.11], [1.26, -0.33, -0.34], [-0.67, 0.76, 1.61], [0.09, 1.54, 1.10], [-1.03, -0.95, 1.09], [-1.85, 0.02, -1.61], [-0.87, -1.48, 0.15], [3.19, 0.14, 0.71], [2.33, -0.05, 0.11], [-0.75, 0.15, -1.70], [-0.37, -2.42, 0.50], [-0.35, 0.95, -2.27], [-1.56, -1.91, -0.36], [0.82, 2.12, 1.64], [-0.12, -0.51, -0.73]],
  "gap_ev": 10.363,
  "charge": 1
}

=====

x.
{
  "formula": "C5H8NO",
  "method": "ωB97M-V with the def2-TZVPD basis set",
  "symbols": ["H", "H", "C", "H", "C", "H", "H", "H", "H", "H", "C", "C", "N", "O", "C"],
  "xyz": [[-2.63, -0.80, -0.93], [0.39, 1.05, 1.34], [-1.05, 0.74, -0.81], [-0.65, 0.06, 2.32], [-0.25, 0.19, 1.31], [1.84, 0.70, -0.26], [1.58, -0.78, -1.28], [0.97, -1.77, 0.93], [-1.27, 1.54, -1.45], [0.27, 0.51, -0.98], [-1.63, -0.59, -0.40], [1.19, -0.06, -0.59], [-1.39, 0.57, 0.53], [-0.72, -1.60, -0.11], [0.40, -0.91, 0.43]],
  "gap_ev": 8.790,
  "charge": 1
}

=====

y.
{
  "formula": "C5H8NO",
  "method": "ωB97M-V with the def2-TZVPD basis set",
  "symbols": ["C", "H", "H", "H", "H", "H", "H", "N", "C", "H", "H", "C", "C", "C", "O"],
  "xyz": [[0.60, 1.49, -1.27], [2.14, -0.99, 0.12], [2.52, -0.66, -1.48], [-1.84, -1.85, 1.43], [1.36, 1.73, -2.07], [-0.47, 1.81, -1.53], [0.83, 1.95, -0.30], [-0.74, 0.64, 2.10], [-2.09, -0.80, 1.41], [-3.09, -0.69, 0.90], [1.33, -1.92, -1.22], [0.63, 0.15, -0.79], [1.67, -0.96, -0.88], [-0.98, 0.06, 0.99], [-1.86, 0.04, 2.58]],
  "gap_ev": [8.226, 8.224],
  "charge": 1
}

=====

Verdict on stability: y comes out at the bottom.

=====

w.
{
  "formula": "C10H16",
  "method": "ωB97M-V with the def2-TZVPD basis set",
  "symbols": ["H", "H", "H", "C", "C", "C", "H", "H", "C", "H", "C", "C", "H", "C", "C", "H", "C", "H", "C", "H", "H", "H", "H", "H", "H", "H"],
  "xyz": [[1.78, -0.56, 1.16], [3.48, -0.33, 1.42], [-0.25, 3.44, 1.04], [-1.06, 1.97, -0.18], [2.72, -0.40, 0.63], [-1.99, -1.10, -2.04], [-3.44, 0.17, -1.10], [2.42, -1.73, -1.09], [-0.43, 2.38, 0.97], [4.10, -1.72, -0.49], [-0.09, 1.46, 1.98], [-1.09, -0.31, 0.74], [-0.97, -1.05, -2.44], [-1.51, 0.61, -0.27], [3.04, -1.61, -0.21], [-1.22, -1.36, 0.54], [-0.41, 0.08, 1.85], [-2.49, 1.02, -2.13], [-2.38, 0.24, -1.38], [-2.06, -1.93, -1.34], [-2.62, -1.30, -2.90], [2.67, 0.57, 0.13], [-0.25, -0.60, 2.67], [3.06, -2.52, 0.40], [0.47, 1.79, 2.85], [-1.47, 2.78, -0.77]],
  "s_squared": 0.7682,
  "gap_ev": [9.888, 6.070],
  "multiplicity": 2,
  "charge": 1
}

=====

x.
{
  "formula": "C10H16",
  "method": "ωB97M-V with the def2-TZVPD basis set",
  "symbols": ["H", "C", "C", "H", "C", "H", "C", "H", "H", "H", "H", "C", "H", "H", "C", "C", "H", "H", "H", "H", "C", "H", "H", "H", "C", "C"],
  "xyz": [[2.50, -1.56, 2.21], [0.10, 0.07, -1.89], [1.39, -1.40, 2.14], [0.99, 1.17, 3.40], [-0.95, -0.85, -1.99], [1.64, 0.58, 1.25], [-2.23, -0.50, -1.64], [0.21, -0.30, 0.87], [-0.51, 1.19, 2.29], [-3.09, -1.15, -1.71], [1.10, -1.59, 3.25], [-2.58, 0.78, -1.22], [-0.75, -1.74, -2.44], [1.03, -2.33, 1.63], [0.19, 0.60, 2.83], [0.92, -0.06, 1.63], [1.52, -0.94, -3.09], [-0.30, -0.07, 3.56], [1.93, -0.85, -1.21], [1.98, 0.59, -1.82], [-1.54, 1.70, -1.11], [-1.72, 2.69, -0.86], [-3.59, 0.90, -0.82], [0.54, 2.07, -1.63], [-0.26, 1.35, -1.54], [1.50, -0.37, -2.10]],
  "s_squared": 0.7676,
  "gap_ev": [9.417, 5.137],
  "multiplicity": 2,
  "charge": 1
}

=====

y.
{
  "formula": "C10H16",
  "method": "ωB97M-V with the def2-TZVPD basis set",
  "symbols": ["H", "C", "C", "H", "H", "H", "C", "H", "H", "C", "C", "C", "C", "H", "H", "H", "C", "H", "H", "H", "H", "H", "C", "H", "H", "C"],
  "xyz": [[2.74, -2.17, 0.26], [-2.04, -0.30, -0.64], [-0.57, -0.41, -2.75], [-0.78, -0.22, 2.23], [-0.12, 2.15, 3.15], [-0.95, 2.25, 1.44], [2.05, 1.00, 1.06], [-2.07, -1.92, -2.00], [0.11, -2.46, 1.34], [0.01, 2.13, 2.00], [2.02, -1.40, 0.62], [-1.90, -0.80, -2.12], [0.17, -0.33, 1.77], [-0.77, -0.88, -3.75], [-1.64, 0.75, -0.59], [0.45, 3.02, 1.56], [2.68, -0.08, 0.55], [-3.06, -0.47, -0.34], [-1.43, -0.85, 0.00], [-0.28, 0.61, -2.98], [-2.68, -0.30, -2.70], [3.67, -0.02, 0.11], [0.77, 0.93, 1.59], [0.35, -0.81, -2.21], [2.48, 2.02, 1.17], [0.78, -1.44, 1.23]],
  "s_squared": 0.7681,
  "gap_ev": [9.295, 5.425],
  "multiplicity": 2,
  "charge": 1
}

=====

Verdict on stability: x comes out at the bottom.

=====

w.
{
  "formula": "C4H13N2",
  "method": "ωB97M-V with the def2-TZVPD basis set",
  "symbols": ["C", "N", "H", "C", "H", "H", "H", "C", "H", "H", "H", "H", "H", "H", "H", "N", "C", "H", "H"],
  "xyz": [[-0.05, -1.44, -0.52], [0.06, -0.13, 0.07], [-0.95, 1.39, 2.40], [-1.42, 0.61, 1.79], [-0.98, -1.86, -0.09], [-1.00, 1.66, -0.13], [-1.96, 0.29, -0.24], [1.19, -2.33, -0.27], [0.97, 2.16, -2.22], [-2.49, 0.60, 2.02], [-1.01, -0.31, 2.24], [0.97, -3.37, -0.10], [1.94, -2.16, -1.03], [1.17, 1.80, -0.66], [2.01, 3.08, -1.36], [1.09, 2.61, -1.29], [-1.07, 0.66, 0.31], [-0.11, -1.25, -1.60], [1.64, -2.02, 0.68]],
  "s_squared": 1.7371,
  "gap_ev": [5.537, 7.831],
  "multiplicity": 2,
  "charge": 2
}

=====

x.
{
  "formula": "C4H13N2",
  "method": "ωB97M-V with the def2-TZVPD basis set",
  "symbols": ["C", "H", "C", "N", "H", "H", "H", "C", "C", "H", "H", "H", "H", "N", "H", "H", "H", "H", "H"],
  "xyz": [[0.83, 1.34, 1.43], [-1.20, -0.96, 0.63], [0.34, 0.47, -0.90], [-1.24, -0.03, 1.06], [-0.90, 1.79, 0.21], [-2.21, 0.20, 0.92], [0.84, 0.93, 2.45], [-0.26, 0.97, 0.46], [0.70, -1.02, -1.14], [1.41, -1.46, -0.44], [0.70, 2.39, 1.73], [1.85, 1.28, 1.05], [1.18, 1.10, -1.17], [-0.40, -1.90, -1.29], [-1.00, -1.74, -2.12], [-0.28, -2.91, -1.12], [-1.14, -0.15, 2.08], [-0.40, 0.69, -1.68], [1.17, -0.99, -2.15]],
  "s_squared": 0.7546,
  "gap_ev": [12.873, 7.411],
  "multiplicity": 2,
  "charge": 2
}

=====

Verdict on stability: w comes out at the bottom.

=====

w.
{
  "formula": "C3H10N4",
  "method": "ωB97M-V with the def2-TZVPD basis set",
  "symbols": ["H", "N", "H", "H", "H", "C", "H", "H", "H", "C", "H", "N", "N", "C", "N", "H", "H"],
  "xyz": [[-1.77, -1.56, 1.19], [-1.03, -1.87, 0.58], [1.95, 0.71, -0.42], [-1.26, -2.68, 0.02], [0.35, -2.30, -1.62], [1.06, 1.25, -0.07], [-0.25, 2.60, -0.80], [1.30, 1.81, 0.83], [0.39, 1.62, -1.95], [0.40, -1.29, -1.25], [-0.18, -0.13, 2.45], [-0.08, 0.29, 0.48], [-0.58, 0.53, 1.78], [-0.24, -0.94, -0.11], [0.59, 2.12, -1.09], [0.96, -0.59, -1.85], [-1.59, 0.43, 1.81]],
  "gap_ev": 8.218,
  "smiles": "C=C(N)N(N)CN",
  "charge": 0
}

=====

x.
{
  "formula": "C3H10N4",
  "method": "ωB97M-V with the def2-TZVPD basis set",
  "symbols": ["N", "N", "C", "H", "H", "H", "H", "N", "H", "H", "H", "C", "H", "C", "H", "N", "H"],
  "xyz": [[0.25, -0.03, 0.95], [1.02, 1.15, -0.91], [2.46, -0.50, 0.14], [-1.56, 0.34, 1.81], [2.65, -1.02, -0.80], [2.42, -1.23, 0.95], [-3.03, -2.11, -0.36], [-2.36, -1.37, -0.18], [0.12, 1.64, -0.89], [3.29, 0.19, 0.32], [-2.13, -0.85, -1.03], [-0.98, 0.58, 0.92], [-1.53, -1.79, 0.23], [1.17, 0.25, 0.07], [1.78, 1.39, -1.52], [-1.35, 1.45, 0.04], [-2.23, 1.91, 0.26]],
  "gap_ev": 9.945,
  "smiles": "[H]/N=C/N=C(/C)N.N",
  "charge": 0
}

=====

Verdict on stability: w comes out at the bottom.

=====

w.
{
  "formula": "C3H10N4",
  "method": "ωB97M-V with the def2-TZVPD basis set",
  "symbols": ["C", "N", "N", "H", "H", "H", "C", "N", "N", "H", "C", "H", "H", "H", "H", "H", "H"],
  "xyz": [[1.08, 0.17, -0.93], [-1.62, 1.40, -0.53], [-0.51, -1.07, 1.66], [-2.58, 1.43, -0.17], [2.40, -1.30, -1.66], [1.11, 0.81, 1.12], [0.58, 1.03, 0.19], [-1.33, -0.37, 0.78], [-0.86, 0.88, 0.46], [0.61, 0.34, -1.89], [2.04, -0.74, -0.81], [0.28, -1.53, 1.21], [2.58, -0.87, 0.12], [0.71, 2.08, -0.05], [-1.08, -1.74, 2.16], [-1.80, 0.20, -1.15], [-1.61, -0.70, -0.51]],
  "gap_ev": 9.725,
  "charge": 0
}

=====

x.
{
  "formula": "C3H10N4",
  "method": "ωB97M-V with the def2-TZVPD basis set",
  "symbols": ["N", "H", "N", "C", "C", "H", "N", "H", "H", "N", "C", "H", "H", "H", "H", "H", "H"],
  "xyz": [[-0.18, -0.16, -0.52], [-0.88, -2.33, -1.37], [-0.98, -2.33, -0.36], [-0.78, -1.07, 0.19], [0.01, 2.18, -0.54], [2.32, 1.05, -0.38], [-1.23, -0.84, 1.46], [0.42, 3.04, 0.00], [0.50, 2.15, -1.53], [0.23, 1.01, 0.27], [1.71, 0.17, -0.18], [-1.37, -1.62, 2.08], [-1.06, 2.33, -0.72], [1.97, -0.53, -0.98], [-1.81, -2.80, -0.06], [1.96, -0.24, 0.79], [-0.83, 0.01, 1.84]],
  "gap_ev": 8.300,
  "charge": 0
}

=====

y.
{
  "formula": "C3H10N4",
  "method": "ωB97M-V with the def2-TZVPD basis set",
  "symbols": ["H", "H", "N", "C", "H", "C", "H", "N", "H", "N", "H", "H", "C", "H", "H", "H", "N"],
  "xyz": [[-2.42, 1.06, 1.35], [-3.32, 0.51, -0.08], [1.46, -0.13, 0.49], [-2.46, 0.30, 0.56], [0.10, 0.20, 0.34], [2.44, 0.92, 0.29], [2.80, 1.25, 1.27], [0.70, -2.05, -0.15], [-1.92, 0.86, -1.90], [-1.04, 0.61, -1.43], [-0.24, -1.58, 0.05], [0.73, -2.69, -0.93], [-1.17, 0.30, -0.21], [1.97, 1.74, -0.24], [-2.62, -0.67, 1.05], [3.29, 0.56, -0.29], [1.70, -1.20, -0.16]],
  "gap_ev": 8.855,
  "charge": 0
}

=====

Verdict on stability: w comes out at the bottom.

=====

w.
{
  "formula": "CH2N4O",
  "method": "ωB97M-V with the def2-TZVPD basis set",
  "symbols": ["O", "N", "N", "C", "H", "H", "N", "N"],
  "xyz": [[0.64, 0.74, 0.73], [0.99, -0.67, 0.88], [-0.20, -0.70, -0.93], [-0.36, 0.64, -0.27], [-2.02, 0.92, -1.34], [0.78, -1.03, 1.81], [-1.35, 1.36, -0.60], [0.33, -1.36, -0.02]],
  "gap_ev": 10.443,
  "smiles": "[H]/N=c1\\nn[nH]o1",
  "charge": 0
}

=====

x.
{
  "formula": "CH2N4O",
  "method": "ωB97M-V with the def2-TZVPD basis set",
  "symbols": ["N", "C", "O", "H", "N", "H", "N", "N"],
  "xyz": [[-0.35, 0.03, 0.89], [0.22, -0.02, -0.38], [-1.91, -0.14, -0.43], [0.75, 0.12, 1.30], [-1.61, -0.05, 0.86], [2.19, 0.11, -0.86], [-0.77, -0.12, -1.26], [1.50, 0.07, -0.13]],
  "gap_ev": 8.677,
  "charge": 0
}

=====

y.
{
  "formula": "CH2N4O",
  "method": "ωB97M-V with the def2-TZVPD basis set",
  "symbols": ["N", "H", "H", "C", "N", "O", "N", "N"],
  "xyz": [[1.28, -0.66, -0.02], [1.86, 0.85, 0.87], [-0.58, 1.88, -0.43], [-0.74, -0.11, -0.02], [1.34, 0.63, -0.11], [-1.90, -0.05, 0.05], [-0.10, 1.00, 0.04], [0.11, -1.22, -0.02]],
  "gap_ev": 9.777,
  "smiles": "O=c1nn[nH][nH]1",
  "charge": 0
}

=====

Verdict on stability: x comes out at the bottom.

=====

w.
{
  "formula": "C5H13NO2",
  "method": "ωB97M-V with the def2-TZVPD basis set",
  "symbols": ["N", "H", "C", "H", "O", "H", "C", "C", "C", "H", "H", "H", "H", "H", "H", "H", "H", "C", "H", "O", "H"],
  "xyz": [[-0.59, 0.38, 0.35], [0.04, 1.92, -0.85], [-1.96, -0.11, 0.48], [-0.47, 1.14, 1.00], [2.48, 1.59, -0.32], [-0.98, 0.61, -1.70], [1.05, 0.12, -1.54], [-0.20, 0.88, -0.99], [2.32, 0.88, -1.27], [2.70, 0.24, 1.23], [-2.45, -0.27, -0.49], [-2.06, -1.34, 2.30], [0.91, 0.12, -2.61], [3.16, 0.68, -1.96], [-2.95, -1.98, 1.02], [-1.13, -2.09, 1.02], [1.11, -0.87, -1.10], [-2.01, -1.46, 1.21], [1.33, -0.44, 1.62], [2.29, -0.58, 1.55], [-2.59, 0.59, 1.04]],
  "gap_ev": 9.980,
  "smiles": "CCNCCC=O.O",
  "charge": 0
}

=====

x.
{
  "formula": "C5H13NO2",
  "method": "ωB97M-V with the def2-TZVPD basis set",
  "symbols": ["H", "C", "H", "H", "O", "C", "N", "C", "H", "H", "H", "H", "H", "H", "C", "H", "O", "H", "C", "H", "H"],
  "xyz": [[3.04, -2.03, -0.33], [0.89, 0.17, 1.50], [0.49, -1.60, -1.03], [-2.37, 2.93, 0.49], [0.61, -1.20, 1.62], [-0.47, -1.43, -1.54], [-1.78, 2.80, -0.32], [-1.30, -0.39, -1.30], [1.97, 0.31, 1.40], [-0.87, -2.24, -2.14], [-1.57, 0.19, 0.82], [-1.50, 1.74, -0.45], [-2.06, -0.12, -2.01], [0.41, 1.83, 0.26], [-1.07, 0.44, -0.13], [0.98, 0.57, -0.69], [2.27, -1.47, -0.25], [1.23, -1.59, 0.91], [0.34, 0.73, 0.19], [0.36, 0.64, 2.33], [-1.74, 3.73, -0.71]],
  "gap_ev": 4.313,
  "charge": 0
}

=====

y.
{
  "formula": "C5H13NO2",
  "method": "ωB97M-V with the def2-TZVPD basis set",
  "symbols": ["H", "C", "H", "H", "C", "H", "H", "O", "H", "C", "H", "H", "C", "N", "H", "H", "H", "C", "H", "H", "O"],
  "xyz": [[-0.40, -1.56, 2.12], [0.03, 1.92, -2.11], [2.36, -1.18, 2.78], [-0.11, 0.94, 1.51], [-0.71, -0.84, 0.24], [0.50, 1.77, -3.08], [-2.13, -1.07, 1.83], [1.59, -1.02, 2.22], [-1.43, -2.60, 1.13], [0.13, 0.46, 0.58], [-1.88, 0.86, 0.07], [-0.65, -1.13, -3.69], [-0.94, 0.62, -0.43], [-0.75, 0.75, -1.75], [-0.31, -1.40, -0.59], [0.78, 2.14, -1.34], [-0.37, -1.81, -3.54], [-1.26, -1.56, 1.39], [1.83, -0.20, 0.97], [-0.67, 2.75, -2.05], [1.40, 0.39, 0.21]],
  "gap_ev": 4.895,
  "charge": 0
}

=====

z.
{
  "formula": "C5H13NO2",
  "method": "ωB97M-V with the def2-TZVPD basis set",
  "symbols": ["O", "H", "C", "H", "H", "H", "H", "H", "C", "H", "C", "N", "C", "H", "H", "H", "O", "H", "H", "C", "H"],
  "xyz": [[-1.48, 2.27, 1.98], [1.51, 1.93, -1.82], [1.69, -0.90, 0.09], [1.78, -2.01, 0.14], [2.05, -0.61, 1.04], [-1.09, 1.09, -0.48], [-0.25, -0.50, 1.90], [-1.69, -2.47, 1.86], [0.68, 1.18, -1.83], [2.41, -0.53, -0.69], [-0.71, -2.42, 1.24], [-0.55, -1.03, 1.08], [0.02, 0.91, -0.50], [0.00, -3.21, 1.31], [-0.02, -1.19, -1.11], [-1.80, 1.33, 1.83], [0.54, 0.59, -2.88], [-1.15, -2.85, 0.32], [-2.31, 2.85, 1.77], [0.23, -0.64, -0.11], [0.35, 1.72, 0.26]],
  "gap_ev": 9.780,
  "smiles": "CN[C@H](C)CC=O.O",
  "charge": 0
}

=====

Verdict on stability: y comes out at the bottom.

=====

w.
{
  "formula": "C5H13NOS",
  "method": "ωB97M-V with the def2-TZVPD basis set",
  "symbols": ["N", "S", "C", "H", "O", "H", "H", "H", "H", "H", "C", "C", "H", "C", "H", "H", "H", "H", "H", "C", "H"],
  "xyz": [[1.16, 0.52, 3.17], [-2.45, -1.27, -0.65], [-1.11, -0.27, -1.37], [2.27, -0.46, 4.64], [0.02, -0.86, 1.78], [-1.05, 0.66, -0.81], [-1.82, -1.47, 0.52], [-0.43, 1.10, 2.01], [1.31, 1.48, 3.43], [1.91, -1.41, 3.17], [-1.38, 0.00, -2.84], [-0.22, 0.72, -3.51], [0.73, 0.23, -3.28], [2.19, -0.44, 3.56], [-0.17, -0.80, -1.25], [-0.34, 0.78, -4.59], [-2.30, 0.57, -2.96], [-0.13, 1.74, -3.13], [3.16, -0.13, 3.17], [0.20, 0.23, 2.26], [-1.55, -0.96, -3.33]],
  "gap_ev": 9.180,
  "smiles": "CNC=O.CCCS",
  "charge": 0
}

=====

x.
{
  "formula": "C5H13NOS",
  "method": "ωB97M-V with the def2-TZVPD basis set",
  "symbols": ["H", "C", "O", "C", "C", "H", "C", "H", "H", "H", "H", "C", "H", "H", "H", "S", "H", "N", "H", "H", "H"],
  "xyz": [[-2.57, 2.77, 2.19], [0.09, -0.88, -0.83], [1.96, -1.81, 0.26], [-1.82, 2.03, 1.87], [-0.32, 1.62, -0.57], [1.38, 0.47, 0.28], [0.31, 0.35, 0.10], [1.85, -0.93, -1.76], [-1.16, 1.19, -1.14], [0.71, -3.01, -0.73], [-1.15, 1.70, 2.65], [0.58, -2.11, -0.04], [0.44, 2.02, -1.28], [-0.98, -0.94, -1.08], [-2.43, 1.21, 1.50], [-0.63, 2.90, 0.66], [-0.03, -2.41, 0.81], [0.90, -0.76, -2.06], [2.33, -2.24, 1.03], [0.64, -1.19, -2.92], [-0.10, 0.04, 1.08]],
  "gap_ev": 9.006,
  "smiles": "CSCC[C@@H](N)CO",
  "charge": 0
}

=====

Verdict on stability: x comes out at the bottom.